The molecule C3H6N2O at a distorted geometry. Source: the Open Molecules 2025 dataset; level of theory: the ωB97M-V functional and the def2-TZVPD basis.

The gap between HOMO and LUMO is 0.338 hartree. The net charge is 0.

Last column: natural (NBO) charge in e.
Positions of all 12 atoms, in Å:
C1 -2.0522 -0.3150 0.7211  -0.420
C2 1.3622 -0.0268 -0.3758  -0.211
C3 2.1129 1.0261 -1.0477  0.378
H1 -2.5793 -1.2473 1.0573  0.209
H2 -2.5594 0.0783 -0.2049  0.218
H3 -2.1744 0.4776 1.4874  0.203
H4 -0.2688 -1.4863 0.7831  0.351
H5 1.8865 -0.9036 -0.0463  0.160
H6 3.2327 0.8322 -1.0587  0.095
N1 -0.6652 -0.6489 0.4034  -0.361
N2 0.0786 0.1700 -0.2363  -0.100
O1 1.6265 2.0437 -1.4826  -0.523

Atoms 1-3, force components in eV/Å:
-0.8272 -0.0082 -0.7298
-1.4890 0.4839 -0.3789
0.5711 0.2178 0.1455